The following is a DFT calculation (ωB97M-V/def2-TZVPD) of C27H22O6P2PtSe3Te as an isolated structure at a distorted geometry.

```
! RIJCOSX wB97M-V def2-TZVPD def2/J DEFGRID3
* xyz 0 5
Pt 10.2023 11.9615 11.4287
O 12.6496 11.6798 11.8208
P 13.3278 10.3859 12.3222
C 11.9501 9.1684 12.6124
P 10.6463 9.8707 13.6868
O 10.2124 11.2942 13.3543
C 9.3585 8.6917 13.5857
C 8.0712 9.1037 13.4051
C 7.0880 8.2404 13.8270
C 7.3107 6.9628 14.3673
C 8.6717 6.5617 14.4302
C 9.5939 7.3560 13.8180
C 11.3765 9.8549 15.3514
C 11.4198 11.1038 15.9866
C 11.6667 11.1788 17.3653
C 11.9408 10.0064 18.1040
C 11.9846 8.8229 17.4629
C 11.5924 8.6790 16.1587
C 14.2147 9.8110 10.9582
C 14.9061 8.6207 10.9938
C 15.4397 8.0706 9.8056
C 15.3648 8.7437 8.6347
C 14.7898 10.0492 8.6426
C 14.1798 10.5648 9.7298
C 14.4584 10.5206 13.6967
C 14.9078 9.3939 14.4251
C 15.9480 9.5296 15.3541
C 16.2979 10.8328 15.8247
C 15.9018 11.9575 15.1379
C 14.9714 11.7864 14.0109
H 12.3820 8.2373 12.9695
H 11.5770 8.9068 11.6070
H 7.7942 10.1018 13.0717
H 6.1037 8.6001 13.6250
H 6.5316 6.3217 14.7529
H 8.8668 5.5076 14.8296
H 10.5776 6.9376 13.7195
H 11.2107 12.0437 15.5156
H 11.4194 12.1803 17.9204
H 12.1945 10.0338 19.1801
H 12.1382 7.9038 18.0295
H 11.5420 7.6802 15.7271
H 15.0139 8.0243 11.8340
H 15.7808 6.9958 9.8609
H 15.7052 8.4200 7.6388
H 14.7798 10.6644 7.7093
H 13.5803 11.4933 9.7603
H 14.3095 8.4827 14.3193
H 16.4950 8.6824 15.7218
H 16.9430 10.8994 16.7251
H 16.2817 12.9790 15.3892
H 14.5269 12.6578 13.4926
Se 10.9831 12.5049 9.1640
Se 9.0643 13.1053 7.5799
Te 9.5398 14.5109 9.7096
Se 7.9222 12.4816 10.8359
O 12.6605 3.3013 14.2326
C 13.5816 3.9458 14.6275
O 14.4950 4.5443 15.0662
C 13.6943 12.4672 5.2714
O 13.1321 13.2162 4.5639
O 14.3915 11.7705 5.8761
*
```

The calculated total energy comes out at -9767.829646 a.u. The calculation puts the frontier orbital gap (spin up / spin down) at 4.787 / 6.366 eV. The expectation value of S² is 6.04. Its LUMO energy (spin up / spin down) is -0.01544 / -0.02397 Ha.

So, what does the natural (NBO) scheme give us? The charges, in e, come out as:
1 Pt 0.376
2 O -1.117
3 P 1.971
4 C -1.159
5 P 1.992
6 O -1.080
7 C -0.468
8 C -0.149
9 C -0.207
10 C -0.185
11 C -0.197
12 C -0.186
13 C -0.436
14 C -0.170
15 C -0.198
16 C -0.191
17 C -0.217
18 C -0.178
19 C -0.478
20 C -0.178
21 C -0.222
22 C -0.178
23 C -0.217
24 C -0.159
25 C -0.465
26 C -0.180
27 C -0.202
28 C -0.193
29 C -0.213
30 C -0.146
31 H 0.259
32 H 0.304
33 H 0.258
34 H 0.219
35 H 0.225
36 H 0.223
37 H 0.203
38 H 0.251
39 H 0.229
40 H 0.224
41 H 0.216
42 H 0.216
43 H 0.205
44 H 0.216
45 H 0.225
46 H 0.242
47 H 0.260
48 H 0.212
49 H 0.222
50 H 0.223
51 H 0.232
52 H 0.249
53 Se -0.228
54 Se -0.282
55 Te 0.309
56 Se -0.283
57 O -0.514
58 C 1.025
59 O -0.510
60 C 1.037
61 O -0.504
62 O -0.530